{"formula": "C50H36BiO5P2S", "method": "the ωB97M-V functional and the def2-TZVPD basis", "elements": ["Bi", "O", "S", "C", "C", "C", "C", "C", "C", "C", "C", "C", "C", "P", "C", "C", "C", "C", "C", "C", "C", "C", "C", "C", "C", "C", "C", "C", "C", "C", "C", "C", "C", "C", "C", "C", "C", "C", "P", "C", "C", "C", "C", "C", "C", "C", "C", "C", "C", "C", "C", "C", "C", "H", "H", "H", "H", "H", "H", "H", "H", "H", "H", "H", "H", "H", "H", "H", "H", "H", "H", "H", "H", "H", "H", "H", "H", "H", "H", "H", "H", "H", "H", "H", "H", "H", "H", "H", "H", "O", "C", "O", "C", "O", "O"], "positions_angstrom": [[1.17797, 1.15913, 1.50378], [0.09422, -0.27407, 0.00772], [-1.10091, 0.30574, -0.75791], [-2.18545, -1.10483, -0.85720], [-2.15121, -1.90907, -1.97227], [-2.95703, -3.05359, -2.11281], [-3.80707, -3.36470, -1.09265], [-4.78997, -4.49700, -0.94182], [-5.45426, -4.26567, 0.43905], [-4.75955, -3.05132, 1.00052], [-4.90027, -2.41225, 2.19741], [-4.08495, -1.29339, 2.44417], [-3.16320, -0.78651, 1.54807], [-2.17472, 0.65432, 2.10275], [-1.25728, 0.05067, 3.55635], [-1.05649, -1.29602, 3.83777], [-0.16887, -1.67847, 4.83529], [0.52862, -0.72470, 5.55923], [0.33273, 0.62474, 5.29235], [-0.55072, 1.01035, 4.29435], [-3.43562, 1.77033, 2.80038], [-3.80806, 1.76900, 4.14313], [-4.78938, 2.63864, 4.59645], [-5.40871, 3.51228, 3.71394], [-5.03994, 3.52342, 2.37609], [-4.05153, 2.66284, 1.92443], [-3.02438, -1.41853, 0.26921], [-3.82825, -2.55841, 0.06511], [-0.53895, 0.51647, -2.43436], [-1.56704, 0.90645, -3.26451], [-1.46763, 0.89418, -4.66506], [-0.30729, 0.41673, -5.20447], [0.09032, 0.20153, -6.64247], [1.50404, -0.42720, -6.57164], [1.87136, -0.38011, -5.11115], [3.02368, -0.70801, -4.46517], [3.09543, -0.44830, -3.08177], [2.04485, 0.02676, -2.31661], [2.65198, 0.77527, -0.76210], [3.29784, 2.39825, -1.24380], [3.80791, 3.22791, -0.23992], [4.26858, 4.49518, -0.55837], [4.20816, 4.95108, -1.86864], [3.68986, 4.13634, -2.86359], [3.23603, 2.86144, -2.55655], [4.01015, -0.27254, -0.21576], [3.69439, -1.59244, 0.11509], [4.67187, -2.41922, 0.64217], [5.95715, -1.93326, 0.84223], [6.27119, -0.62495, 0.50682], [5.30023, 0.21170, -0.02220], [0.76112, 0.20324, -2.94992], [0.76988, 0.08147, -4.35579], [-1.48521, -1.65499, -2.78527], [-2.89119, -3.65048, -3.01268], [-4.27395, -5.45704, -0.98620], [-5.51812, -4.49292, -1.75340], [-5.33710, -5.12575, 1.09860], [-6.52562, -4.08384, 0.34454], [-5.60229, -2.74685, 2.95002], [-4.18426, -0.79978, 3.40391], [-1.57262, -2.05418, 3.26335], [-0.00213, -2.72929, 5.02960], [1.23497, -1.03086, 6.31888], [0.86632, 1.37637, 5.85993], [-0.71701, 2.06795, 4.10590], [-3.32637, 1.09349, 4.83966], [-5.07118, 2.63326, 5.64124], [-6.17353, 4.18938, 4.07049], [-5.51526, 4.20938, 1.68738], [-3.75420, 2.68356, 0.88144], [-2.52064, 1.16530, -2.81460], [-2.30582, 1.20491, -5.27391], [0.10375, 1.15411, -7.17449], [-0.62330, -0.43853, -7.16109], [2.22861, 0.11013, -7.18297], [1.49901, -1.46014, -6.92318], [3.89191, -1.09048, -4.98514], [4.05800, -0.58447, -2.60518], [3.86729, 2.87822, 0.78555], [4.67621, 5.12648, 0.21982], [4.56503, 5.94272, -2.11297], [3.63978, 4.49106, -3.88445], [2.83930, 2.23288, -3.34302], [2.68420, -1.96343, -0.01784], [4.42130, -3.43297, 0.92262], [6.71310, -2.57411, 1.27533], [7.27064, -0.24683, 0.67271], [5.54815, 1.23500, -0.27036], [2.97403, -1.95057, 3.47469], [2.69800, -0.92236, 2.93227], [1.56936, -0.75020, 2.23525], [3.64807, 0.31286, 2.95538], [4.74118, 0.24348, 3.43571], [3.13076, 1.39861, 2.39714]], "forces_ev_per_a": [[0.04, -0.05, -0.03], [-0.10, 0.06, 0.06], [0.06, -0.05, -0.01], [-0.01, -0.01, -0.01], [0.01, 0.00, 0.01], [0.00, 0.00, -0.01], [-0.01, 0.00, -0.01], [0.00, 0.00, 0.00], [0.00, 0.00, 0.00], [0.00, 0.00, 0.00], [0.00, 0.00, 0.00], [-0.01, 0.00, 0.00], [-0.01, -0.01, -0.02], [0.03, 0.08, -0.04], [-0.03, -0.04, -0.02], [0.01, 0.00, 0.01], [0.00, 0.01, 0.01], [0.00, -0.02, -0.01], [-0.01, 0.02, -0.01], [0.02, 0.01, 0.02], [0.00, -0.01, 0.05], [0.00, 0.01, -0.02], [0.00, 0.00, 0.00], [0.00, 0.00, 0.01], [0.00, -0.01, -0.01], [0.00, 0.00, -0.01], [-0.01, -0.01, 0.02], [0.00, 0.01, -0.02], [0.04, 0.02, 0.01], [-0.01, 0.00, 0.00], [0.01, -0.01, 0.00], [-0.01, 0.00, 0.00], [0.00, 0.00, 0.00], [0.00, 0.00, 0.00], [0.01, 0.00, 0.00], [-0.01, 0.00, 0.00], [0.01, 0.00, -0.02], [0.00, 0.00, 0.02], [0.00, 0.02, 0.01], [-0.01, -0.01, -0.03], [0.00, 0.01, 0.02], [0.01, 0.00, -0.01], [0.00, 0.00, 0.00], [-0.01, 0.00, 0.00], [0.01, 0.00, 0.00], [0.01, 0.01, 0.01], [0.02, -0.01, 0.01], [-0.01, 0.00, -0.01], [0.00, 0.00, 0.00], [0.00, -0.01, 0.00], [0.00, 0.01, 0.00], [-0.03, 0.01, 0.03], [0.00, 0.00, 0.00], [0.00, -0.01, 0.00], [0.00, 0.00, 0.00], [0.00, 0.00, 0.00], [0.00, 0.00, 0.00], [0.00, 0.00, 0.00], [0.00, 0.00, 0.00], [0.00, 0.00, 0.00], [0.00, -0.01, 0.00], [0.00, 0.00, 0.00], [0.00, 0.00, 0.00], [0.00, 0.00, 0.00], [0.00, 0.00, 0.00], [0.00, -0.01, -0.01], [0.00, 0.00, 0.00], [0.00, 0.00, 0.00], [0.00, 0.00, 0.00], [0.00, 0.00, 0.00], [0.00, 0.00, 0.00], [0.00, 0.00, 0.00], [0.00, 0.00, 0.00], [0.00, 0.00, 0.00], [0.00, 0.00, 0.00], [0.00, 0.00, 0.00], [0.00, 0.00, 0.00], [0.00, 0.00, 0.00], [0.00, 0.00, 0.00], [0.00, -0.01, 0.00], [0.00, 0.00, 0.00], [0.00, 0.00, 0.00], [0.00, 0.00, 0.00], [0.00, 0.00, 0.00], [0.00, 0.00, 0.00], [0.00, 0.00, 0.00], [0.00, 0.00, 0.00], [0.00, 0.00, 0.00], [0.00, 0.00, 0.00], [0.00, 0.00, 0.02], [0.00, -0.01, -0.02], [0.02, 0.00, -0.01], [-0.01, 0.02, 0.01], [0.00, -0.01, 0.00], [-0.02, 0.03, 0.02]], "lowdin_charge": [1.75, -0.74, 0.97, -0.29, -0.04, 0.00, -0.14, -0.09, -0.09, -0.14, 0.01, -0.06, -0.29, 1.03, -0.44, -0.07, -0.06, -0.07, -0.07, -0.19, -0.38, -0.10, -0.07, -0.07, -0.08, -0.10, -0.12, -0.08, -0.33, -0.08, 0.01, -0.14, -0.09, -0.09, -0.14, 0.01, -0.06, -0.26, 1.03, -0.35, -0.11, -0.06, -0.06, -0.06, -0.07, -0.39, -0.10, -0.05, -0.04, -0.05, -0.07, -0.11, -0.08, 0.11, 0.12, 0.13, 0.12, 0.12, 0.12, 0.12, 0.11, 0.11, 0.12, 0.12, 0.11, 0.11, 0.11, 0.11, 0.11, 0.11, 0.10, 0.12, 0.13, 0.13, 0.12, 0.13, 0.13, 0.13, 0.11, 0.09, 0.11, 0.11, 0.11, 0.10, 0.12, 0.12, 0.12, 0.12, 0.11, 0.14, -0.54, -0.26, -0.55, 0.14, -0.31], "e_above_lowest_kcal_mol": 0.0, "total_energy_ha": -3598.516686, "molar_mass_g_mol": 1019.83, "multiplicity": 1, "gap_ev": 7.514, "charge": 1}